Record 1
Molecular formula: C26H53BN4O7S
Method: DFT, wB97M-V/def2-TZVPD

E_tot ... -2190.97594 a.u.
Molecular weight ... 576.6 g/mol
Net charge ... 0
Kohn-Sham gap ... 9.01 eV
HOMO level ... -0.327 hartree

Cartesian coordinates (Å):
C (-0.022, -1.514, -0.913)
C (-1.142, -2.549, -1.494)
C (-1.314, -3.796, -0.456)
C (-2.581, -1.817, -1.547)
C (-3.046, -1.384, -3.023)
C (-1.778, -0.923, -3.948)
C (-2.188, 0.273, -4.956)
C (-1.124, 0.556, -6.114)
C (0.387, 0.772, -5.565)
C (0.413, 1.897, -4.418)
N (1.454, 2.951, -4.592)
C (1.968, 3.477, -3.301)
C (0.848, 3.912, -2.245)
C (-0.565, 4.446, -2.563)
C (-1.567, 4.825, -1.415)
C (-1.174, 4.691, 0.089)
C (0.255, 4.197, 0.415)
C (1.236, 3.818, -0.721)
O (2.558, 3.359, -0.346)
S (-3.910, -0.073, -5.633)
O (-4.453, 1.219, -6.228)
O (-3.919, -1.174, -6.652)
O (-4.942, -0.471, -4.371)
C (-4.259, -0.333, -3.065)
B (-5.423, -0.597, -1.941)
N (-5.844, -1.928, -1.410)
O (-6.155, 0.560, -1.433)
H (0.981, -1.686, -1.447)
H (0.089, -1.586, 0.220)
H (-0.377, -0.449, -1.157)
H (-0.828, -3.019, -2.486)
H (-0.260, -4.175, -0.210)
H (-1.928, -3.496, 0.456)
H (-1.864, -4.637, -1.017)
H (-2.626, -0.919, -0.819)
H (-3.345, -2.598, -1.173)
H (-3.437, -2.345, -3.533)
H (-1.443, -1.805, -4.587)
H (-0.907, -0.522, -3.302)
H (-2.332, 1.202, -4.283)
H (-1.082, -0.348, -6.809)
H (-1.388, 1.531, -6.677)
H (1.145, 0.936, -6.409)
H (0.690, -0.228, -5.069)
H (0.432, 1.369, -3.406)
H (-0.610, 2.442, -4.469)
H (1.077, 3.724, -5.153)
H (2.662, 2.739, -2.764)
H (2.583, 4.414, -3.543)
H (-0.912, 4.534, -3.645)
H (-2.625, 5.187, -1.693)
H (-1.940, 4.957, 0.905)
H (0.576, 4.079, 1.513)
H (3.085, 4.174, -0.146)
H (-3.913, 0.762, -2.900)
H (-5.334, -2.088, -0.517)
H (-6.829, -1.800, -1.096)
H (-5.917, 1.333, -2.001)
C (4.982, -1.332, 3.500)
C (4.693, -0.863, 2.077)
C (3.199, -0.930, 1.699)
O (2.724, -2.241, 1.409)
C (2.397, -3.012, 2.555)
N (5.522, -1.636, 1.143)
H (4.950, -2.418, 3.600)
H (5.983, -1.015, 3.807)
H (4.267, -0.902, 4.208)
H (4.998, 0.187, 2.016)
H (3.061, -0.358, 0.775)
H (2.570, -0.449, 2.459)
H (1.985, -2.399, 3.361)
H (3.276, -3.559, 2.901)
H (1.645, -3.749, 2.262)
H (5.401, -1.254, 0.206)
H (5.114, -2.569, 1.076)
C (0.290, 0.162, 8.196)
C (0.379, 0.536, 6.720)
C (0.409, -0.683, 5.775)
O (1.663, -1.356, 5.723)
C (1.887, -2.266, 6.790)
N (1.547, 1.404, 6.518)
H (1.241, -0.194, 8.598)
H (0.001, 1.032, 8.791)
H (-0.462, -0.615, 8.359)
H (-0.521, 1.113, 6.479)
H (0.228, -0.323, 4.757)
H (-0.400, -1.388, 6.003)
H (0.965, -2.760, 7.109)
H (2.356, -1.751, 7.629)
H (2.585, -3.030, 6.440)
H (1.547, 1.733, 5.554)
H (2.377, 0.812, 6.570)

Record 2
Molecular formula: C26H53BrN5O5
Method: DFT, wB97M-V/def2-TZVPD

Multiplicity ... 2
E_tot ... -4246.38462 a.u.
Molecular weight ... 595.6 g/mol
Net charge ... 0
Kohn-Sham gap (alpha / beta) ... 8.84 / 9.27 eV
HOMO level (alpha / beta) ... -0.299 / -0.320 hartree
<S²> ... 0.7541

Cartesian coordinates (Å):
C (4.234, 2.982, -3.681)
C (4.195, 2.438, -2.473)
C (3.050, 1.615, -1.893)
C (1.866, 2.617, -1.616)
C (0.481, 2.200, -2.087)
C (-0.188, 1.162, -1.202)
Br (-0.650, 3.816, -2.070)
C (3.437, 1.004, -0.528)
C (4.319, -0.259, -0.502)
C (4.143, -0.929, 0.862)
C (5.829, 0.006, -0.697)
N (3.810, -1.213, -1.541)
O (2.832, -1.929, -1.132)
C (3.604, -0.707, -2.940)
C (2.921, -1.827, -3.727)
C (4.917, -0.402, -3.662)
C (2.650, 0.491, -2.862)
H (5.063, 3.604, -3.988)
H (3.442, 2.842, -4.409)
H (5.030, 2.641, -1.809)
H (2.118, 3.573, -2.063)
H (1.791, 2.796, -0.540)
H (0.477, 1.896, -3.129)
H (-1.018, 0.672, -1.705)
H (0.529, 0.389, -0.918)
H (-0.576, 1.618, -0.297)
H (3.954, 1.779, 0.047)
H (2.520, 0.779, 0.016)
H (3.112, -0.897, 1.206)
H (4.752, -0.399, 1.593)
H (4.439, -1.975, 0.812)
H (6.367, -0.275, 0.206)
H (6.246, -0.598, -1.494)
H (6.058, 1.050, -0.892)
H (3.402, -2.781, -3.521)
H (3.036, -1.623, -4.792)
H (1.864, -1.914, -3.495)
H (4.674, -0.049, -4.664)
H (5.507, -1.314, -3.758)
H (5.523, 0.362, -3.194)
H (1.684, 0.079, -2.581)
H (2.539, 0.890, -3.873)
C (-2.777, 1.717, 1.806)
O (-2.711, 1.441, 0.620)
N (-2.294, 0.948, 2.793)
C (-2.416, 1.323, 4.184)
C (-1.633, -0.310, 2.461)
H (-3.245, 2.648, 2.172)
H (-1.433, 1.419, 4.650)
H (-2.987, 0.576, 4.740)
H (-2.932, 2.279, 4.258)
H (-0.755, -0.136, 1.840)
H (-2.325, -0.946, 1.907)
H (-1.325, -0.806, 3.375)
C (-4.691, -2.493, 1.403)
O (-4.321, -3.362, 2.175)
N (-4.884, -2.681, 0.084)
C (-5.234, -1.573, -0.785)
C (-4.688, -4.009, -0.459)
H (-4.902, -1.460, 1.725)
H (-6.206, -1.717, -1.262)
H (-4.474, -1.461, -1.562)
H (-5.243, -0.660, -0.198)
H (-5.372, -4.724, 0.000)
H (-3.672, -4.360, -0.273)
H (-4.867, -3.975, -1.532)
C (-6.222, 2.549, -0.001)
O (-5.872, 1.391, 0.137)
N (-5.463, 3.482, -0.603)
C (-5.892, 4.855, -0.740)
C (-4.166, 3.075, -1.135)
H (-7.191, 2.930, 0.361)
H (-5.956, 5.145, -1.791)
H (-5.199, 5.535, -0.239)
H (-6.877, 4.971, -0.289)
H (-4.291, 2.302, -1.894)
H (-3.524, 2.660, -0.359)
H (-3.686, 3.943, -1.582)
C (1.674, -2.426, 3.773)
O (0.853, -1.567, 3.508)
N (1.367, -3.600, 4.356)
C (2.367, -4.602, 4.648)
C (-0.025, -3.857, 4.689)
H (2.746, -2.316, 3.543)
H (2.156, -5.534, 4.120)
H (2.412, -4.814, 5.718)
H (3.342, -4.238, 4.327)
H (-0.652, -3.824, 3.797)
H (-0.400, -3.108, 5.387)
H (-0.099, -4.842, 5.144)

Record 3
Molecular formula: C26H53ClMnOP2Si2
Method: DFT, wB97M-V/def2-TZVPD

Multiplicity ... 4
E_tot ... -3970.48984 a.u.
Molecular weight ... 590.2 g/mol
Net charge ... 0
Kohn-Sham gap (alpha / beta) ... 7.12 / 4.14 eV
HOMO level (alpha / beta) ... -0.251 / -0.251 hartree
<S²> ... 3.8665
ΔE to the lowest compared entry with this formula, charge and spin ... 329.9 kJ/mol

Cartesian coordinates (Å):
Mn (-0.135, -0.693, 0.487)
C (-1.437, 0.356, 1.760)
C (-0.263, -0.141, 2.509)
C (0.741, 0.902, 2.354)
Si (-0.284, -1.671, 3.620)
C (0.199, 1.968, 1.614)
C (-1.119, 1.645, 1.185)
Si (-2.371, 2.626, 0.187)
H (-2.442, -0.057, 1.863)
H (1.712, 0.877, 2.856)
H (0.679, 2.934, 1.435)
Cl (3.258, 0.127, -3.130)
C (-4.093, 2.012, 0.579)
C (-2.186, 4.418, 0.637)
C (-1.993, -2.019, 4.268)
C (0.876, -1.425, 5.050)
H (-1.858, 4.483, 1.683)
H (-3.169, 4.901, 0.553)
H (-1.470, 4.959, 0.010)
H (-4.229, 0.970, 0.260)
H (-4.832, 2.635, 0.057)
H (-4.281, 2.077, 1.659)
H (0.801, -0.388, 5.406)
H (1.925, -1.647, 4.824)
H (0.541, -2.092, 5.857)
H (-2.535, -1.080, 4.442)
H (-1.885, -2.543, 5.229)
H (-2.580, -2.655, 3.592)
C (-2.121, 2.312, -1.671)
C (0.269, -3.132, 2.528)
P (-0.398, 2.141, -2.269)
H (-2.657, 3.091, -2.238)
H (-2.613, 1.347, -1.892)
P (1.227, -2.452, 1.127)
H (-0.630, -3.650, 2.151)
H (0.848, -3.850, 3.130)
C (1.755, -3.786, -0.041)
C (2.825, -1.919, 1.957)
C (0.370, 3.821, -2.040)
C (-0.531, 1.969, -4.124)
C (-0.123, 0.542, -4.500)
H (0.224, 2.663, -4.526)
C (-1.904, 2.312, -4.695)
H (-2.673, 1.641, -4.294)
H (-1.869, 2.179, -5.784)
H (-2.198, 3.349, -4.500)
H (0.934, 0.361, -4.240)
H (-0.253, 0.397, -5.581)
H (-0.741, -0.196, -3.968)
H (0.292, 4.011, -0.956)
C (-0.365, 4.927, -2.800)
C (1.855, 3.744, -2.422)
H (-1.413, 5.040, -2.488)
H (-0.333, 4.758, -3.886)
H (0.144, 5.880, -2.599)
H (2.380, 2.968, -1.851)
H (2.327, 4.714, -2.226)
H (1.987, 3.499, -3.485)
H (2.504, -1.237, 2.762)
C (3.739, -1.140, 1.007)
C (3.556, -3.114, 2.587)
H (2.961, -3.626, 3.356)
H (4.471, -2.743, 3.071)
H (3.856, -3.851, 1.829)
H (3.331, -0.158, 0.744)
H (3.926, -1.684, 0.069)
H (4.706, -0.977, 1.504)
C (1.240, -3.543, -1.464)
C (1.360, -5.168, 0.482)
H (2.854, -3.712, -0.069)
H (0.271, -5.258, 0.583)
H (1.817, -5.394, 1.452)
H (1.697, -5.931, -0.229)
H (0.148, -3.421, -1.488)
H (1.494, -4.409, -2.091)
H (1.692, -2.652, -1.920)
C (0.987, -0.048, -0.783)
H (0.537, -0.194, -1.782)
H (1.969, -0.533, -0.812)
H (1.171, 1.035, -0.649)
C (-2.592, -2.286, 0.219)
C (-1.615, -1.427, -0.507)
O (-1.689, -1.139, -1.710)
H (-2.713, -2.016, 1.282)
H (-2.286, -3.349, 0.156)
H (-3.580, -2.183, -0.264)

Record 4
Molecular formula: C26H53ClN4O7PS
Method: DFT, wB97M-V/def2-TZVPD

E_tot ... -2967.59494 a.u.
Molecular weight ... 632.2 g/mol
Net charge ... +1
Kohn-Sham gap ... 7.86 eV
HOMO level ... -0.396 hartree

Cartesian coordinates (Å):
C (0.082, 3.910, 3.961)
C (-1.027, 2.884, 4.352)
C (-1.170, 1.725, 3.313)
N (-1.446, 2.288, 1.944)
N (-0.862, 1.517, 0.927)
C (-1.790, 0.795, 0.050)
C (-2.573, 1.844, -0.809)
O (-2.066, 2.804, -1.179)
Cl (-4.295, 1.576, -1.189)
C (0.411, 1.413, 0.721)
N (1.114, 0.655, -0.223)
C (2.214, 0.051, 0.623)
C (2.410, 1.067, 1.834)
P (4.210, 1.566, 1.910)
C (4.499, 2.675, 3.382)
C (5.058, -0.046, 2.384)
C (4.624, -0.531, 3.822)
N (1.385, 2.051, 1.488)
C (1.765, 3.412, 1.114)
S (2.210, 3.640, -0.654)
C (1.718, 5.389, -0.957)
C (0.188, 5.638, -0.831)
H (-0.291, 4.445, 3.066)
H (0.253, 4.679, 4.732)
H (1.032, 3.383, 3.775)
H (-0.811, 2.505, 5.364)
H (-1.982, 3.447, 4.301)
H (-0.321, 1.022, 3.330)
H (-2.060, 1.150, 3.654)
H (-2.458, 2.214, 1.849)
H (-1.276, 0.147, -0.677)
H (-2.497, 0.166, 0.618)
H (0.680, -0.199, -0.580)
H (1.844, -0.908, 1.027)
H (3.161, 0.027, 0.057)
H (2.113, 0.458, 2.718)
H (4.886, 2.140, 4.269)
H (3.594, 3.219, 3.715)
H (5.242, 3.443, 3.096)
H (4.640, -0.806, 1.689)
H (6.148, 0.029, 2.263)
H (4.471, -1.623, 3.858)
H (3.673, -0.069, 4.149)
H (5.382, -0.193, 4.551)
H (2.549, 3.828, 1.771)
H (0.879, 4.053, 1.300)
H (1.988, 5.592, -2.008)
H (2.231, 6.090, -0.276)
H (-0.245, 5.387, 0.151)
H (0.035, 6.731, -0.969)
H (-0.362, 5.159, -1.662)
O (-5.194, -0.663, -7.629)
C (-4.326, -0.296, -6.885)
O (-4.650, 0.146, -5.650)
C (-3.700, 0.423, -4.617)
C (-3.159, 1.834, -4.739)
C (-2.889, -0.230, -7.330)
H (-2.909, -0.330, -4.595)
H (-4.242, 0.325, -3.676)
H (-2.617, 1.976, -5.674)
H (-2.485, 2.061, -3.911)
H (-3.978, 2.556, -4.733)
H (-2.717, 0.715, -7.846)
H (-2.704, -1.052, -8.020)
H (-2.173, -0.343, -6.519)
O (-1.958, -2.984, -4.933)
C (-2.235, -4.018, -5.491)
O (-1.522, -4.403, -6.558)
C (-1.638, -5.691, -7.179)
C (-2.758, -5.712, -8.199)
C (-3.429, -4.836, -5.068)
H (-1.740, -6.478, -6.430)
H (-0.687, -5.866, -7.682)
H (-3.728, -5.530, -7.734)
H (-2.794, -6.676, -8.708)
H (-2.609, -4.927, -8.941)
H (-4.322, -4.440, -5.553)
H (-3.541, -4.748, -3.989)
H (-3.335, -5.897, -5.284)
O (2.148, -0.588, 6.103)
C (1.841, -1.741, 6.273)
O (2.727, -2.588, 6.817)
C (2.410, -3.922, 7.239)
C (2.516, -4.903, 6.091)
C (0.510, -2.273, 5.799)
H (1.436, -3.955, 7.730)
H (3.147, -4.176, 8.000)
H (1.798, -4.676, 5.300)
H (2.335, -5.921, 6.438)
H (3.509, -4.856, 5.642)
H (0.589, -2.546, 4.746)
H (-0.232, -1.484, 5.910)
H (0.146, -3.123, 6.370)

Record 5
Molecular formula: C26H53FN3O11P3S
Method: DFT, wB97M-V/def2-TZVPD

E_tot ... -3536.49523 a.u.
Molecular weight ... 727.7 g/mol
Net charge ... 0
Kohn-Sham gap ... 7.80 eV
HOMO level ... -0.306 hartree
ΔE to the lowest compared entry with this formula, charge and spin ... 0.0 kJ/mol

Cartesian coordinates (Å):
C (4.770, -2.386, 1.071)
C (6.105, -1.822, 1.549)
C (5.990, -0.837, 2.723)
C (4.845, 0.173, 2.634)
C (5.021, 1.191, 1.505)
C (3.696, 1.876, 1.130)
C (2.988, 1.182, -0.031)
C (3.567, 1.550, -1.410)
C (3.236, 0.537, -2.522)
C (1.912, 0.852, -3.226)
C (0.707, 0.381, -2.374)
C (-0.260, -0.546, -3.114)
C (-1.161, -1.295, -2.139)
C (-2.139, -0.409, -1.340)
C (-2.607, -1.156, -0.073)
C (-2.580, -0.567, 1.354)
C (-1.140, -0.335, 1.943)
C (-0.141, 0.420, 1.020)
C (-0.225, 1.914, 0.788)
O (0.331, 2.732, 1.429)
F (-0.904, 2.265, -0.331)
P (-0.448, -2.219, 1.937)
N (1.164, -1.999, 1.402)
O (-0.241, -2.623, 3.499)
C (-1.197, 0.304, 3.334)
O (0.089, 0.766, 3.803)
N (1.104, -0.209, 3.865)
O (2.122, 0.303, 4.105)
P (-2.065, -0.706, 4.696)
O (-2.764, -1.893, 4.221)
O (-0.927, -1.036, 5.774)
O (-3.033, 0.336, 5.405)
O (-1.823, 1.597, 3.331)
S (-3.154, 1.998, 2.526)
O (-2.760, 2.989, 1.577)
O (-4.137, 2.351, 3.500)
C (-3.695, 0.502, 1.657)
N (-4.616, -0.118, 2.611)
P (-4.578, 1.179, 0.076)
C (-5.617, 2.562, 0.710)
C (-5.886, -0.082, -0.205)
H (4.910, -3.226, 0.391)
H (4.138, -2.684, 1.911)
H (4.211, -1.628, 0.515)
H (6.637, -1.368, 0.710)
H (6.727, -2.657, 1.882)
H (5.890, -1.423, 3.641)
H (6.932, -0.284, 2.794)
H (4.820, 0.708, 3.588)
H (3.887, -0.349, 2.545)
H (5.437, 0.695, 0.623)
H (5.738, 1.945, 1.837)
H (3.854, 2.930, 0.893)
H (3.042, 1.848, 2.007)
H (3.001, 0.097, 0.110)
H (1.942, 1.501, -0.026)
H (3.157, 2.532, -1.662)
H (4.651, 1.672, -1.326)
H (3.167, -0.455, -2.066)
H (4.050, 0.532, -3.250)
H (1.854, 1.935, -3.364)
H (1.863, 0.422, -4.228)
H (1.115, -0.132, -1.499)
H (0.158, 1.272, -2.061)
H (0.317, -1.277, -3.683)
H (-0.860, 0.044, -3.806)
H (-0.525, -1.847, -1.433)
H (-1.743, -2.044, -2.685)
H (-2.996, -0.220, -1.987)
H (-1.666, 0.544, -1.139)
H (-3.653, -1.433, -0.225)
H (-2.098, -2.118, -0.045)
H (-2.926, -1.417, 1.950)
H (-0.080, -0.098, 0.065)
H (0.854, 0.324, 1.443)
H (1.367, -2.629, 0.637)
H (1.890, -2.071, 2.105)
H (0.671, -2.634, 3.806)
H (-0.505, -0.258, 6.157)
H (-2.606, 1.160, 5.673)
H (-4.828, -1.061, 2.308)
H (-5.492, 0.392, 2.649)
H (-5.062, 3.479, 0.534)
H (-5.903, 2.498, 1.759)
H (-6.504, 2.581, 0.076)
H (-6.631, 0.453, -0.798)
H (-6.388, -0.448, 0.692)
H (-5.517, -0.905, -0.812)
C (-2.655, -1.570, -7.576)
C (-1.635, -0.588, -7.050)
O (-0.967, -0.829, -6.072)
C (-1.491, 0.710, -7.806)
H (-2.663, -2.458, -6.949)
H (-3.647, -1.116, -7.574)
H (-2.409, -1.852, -8.601)
H (-2.441, 1.247, -7.813)
H (-1.203, 0.512, -8.840)
H (-0.732, 1.327, -7.332)